Below is C35H37CoNO3P2 as an isolated structure, with properties calculated with ωB97M-V with the def2-TZVPD basis set.

Positions of all 79 atoms, in Å:
Co1 0.16 -1.77 1.30
C1 1.73 2.54 -2.33
C2 1.29 3.19 -1.25
C3 0.16 4.20 -1.24
C4 -1.03 3.92 -2.18
C5 -1.48 2.50 -2.42
C6 -0.98 1.73 -3.39
C7 0.12 2.12 -4.33
C8 1.27 2.93 -3.71
C9 -1.08 -3.30 1.60
H1 2.53 1.81 -2.26
H2 1.80 3.07 -0.29
H3 0.50 5.21 -1.53
H4 -0.19 4.28 -0.20
H5 -1.90 4.44 -1.73
H6 -0.85 4.41 -3.14
H7 -2.38 2.22 -1.88
H8 -1.45 0.80 -3.70
H9 -0.26 2.73 -5.17
H10 0.49 1.18 -4.76
H11 2.12 2.83 -4.41
H12 0.98 3.99 -3.71
H13 -0.34 -4.12 1.62
H14 -1.99 -3.62 1.05
H15 -1.38 -3.06 2.64
P1 1.18 0.10 1.50
P2 -1.55 -1.28 0.10
C10 0.02 1.00 0.50
C11 -1.09 0.45 -0.07
C12 1.48 0.99 3.03
C13 1.43 2.39 3.06
C14 1.73 3.07 4.25
C15 2.01 2.33 5.41
C16 2.03 0.93 5.39
C17 1.77 0.26 4.20
C18 2.76 -0.20 0.62
C19 2.78 -1.11 -0.44
C20 3.99 -1.39 -1.09
C21 5.16 -0.75 -0.66
C22 5.14 0.18 0.39
C23 3.93 0.44 1.05
C24 -3.27 -1.26 0.67
C25 -3.52 -0.85 1.99
C26 -4.80 -1.00 2.53
C27 -5.82 -1.53 1.73
C28 -5.59 -1.89 0.40
C29 -4.31 -1.75 -0.14
C30 -1.42 -2.18 -1.47
C31 -1.00 -3.52 -1.51
C32 -0.89 -4.18 -2.74
C33 -1.12 -3.47 -3.92
C34 -1.53 -2.13 -3.90
C35 -1.72 -1.50 -2.66
H16 0.28 2.05 0.38
H17 -1.83 1.07 -0.59
H18 1.19 2.95 2.16
H19 1.74 4.16 4.26
H20 2.21 2.85 6.34
H21 2.25 0.34 6.29
H22 1.79 -0.83 4.15
H23 1.85 -1.65 -0.71
H24 4.01 -2.12 -1.89
H25 6.11 -1.00 -1.14
H26 6.05 0.68 0.71
H27 3.91 1.11 1.92
H28 -2.70 -0.46 2.59
H29 -4.98 -0.72 3.57
H30 -6.82 -1.66 2.16
H31 -6.40 -2.28 -0.23
H32 -4.11 -2.05 -1.17
H33 -0.77 -4.04 -0.59
H34 -0.62 -5.24 -2.75
H35 -0.98 -3.98 -4.88
H36 -1.73 -1.58 -4.83
H37 -2.08 -0.48 -2.59
O1 2.10 -3.27 4.60
N1 1.51 -3.43 3.54
O2 1.08 -4.52 3.13
O3 1.32 -2.33 2.75

Values from the calculation:
2S+1: 4
Gap between HOMO and LUMO (alpha / beta), eV: 5.25 / 8.18
HOMO energy (alpha / beta), eV: -5.2 / -8.0
LUMO (alpha / beta), hartree: 0.002 / 0.006

=====

Below is C35H37F5OP2TeV as an isolated structure, with properties calculated with ωB97M-V with the def2-TZVPD basis set.

Positions of all 82 atoms, in Å:
V1 -0.70 -3.04 2.07
C1 3.43 -5.57 0.85
C2 3.46 -4.23 0.93
C3 3.12 -3.29 -0.15
C4 1.64 -2.99 -0.67
C5 0.86 -4.17 -1.29
C6 1.30 -5.46 -1.36
C7 2.72 -5.89 -1.59
C8 3.52 -6.44 -0.37
C9 -2.08 -4.48 1.08
H1 3.30 -6.11 1.79
H2 3.60 -3.81 1.95
H3 3.76 -3.54 -1.01
H4 3.58 -2.36 0.25
H5 1.12 -2.51 0.20
H6 1.75 -2.20 -1.44
H7 -0.19 -4.02 -1.58
H8 0.75 -6.27 -0.89
H9 3.30 -5.08 -2.07
H10 2.64 -6.75 -2.31
H11 3.29 -7.50 -0.19
H12 4.62 -6.49 -0.55
H13 -2.42 -5.23 1.83
H14 -1.96 -5.08 0.15
H15 -2.90 -3.65 1.02
P1 -0.21 3.34 1.17
P2 -2.26 2.83 -0.79
C10 0.26 3.71 -0.55
C11 -0.78 3.75 -1.41
C12 0.33 4.97 1.96
C13 1.27 5.85 1.41
C14 1.71 6.98 2.12
C15 1.17 7.31 3.37
C16 0.10 6.54 3.86
C17 -0.34 5.41 3.15
C18 1.07 2.10 1.59
C19 0.87 0.82 1.04
C20 1.84 -0.16 1.25
C21 2.97 0.12 2.03
C22 3.14 1.39 2.59
C23 2.19 2.38 2.36
C24 -3.42 4.03 -1.53
C25 -3.43 5.36 -1.05
C26 -4.04 6.42 -1.76
C27 -4.68 6.15 -3.00
C28 -4.74 4.82 -3.47
C29 -4.12 3.79 -2.73
C30 -2.40 1.45 -2.02
C31 -3.48 0.55 -1.82
C32 -3.78 -0.42 -2.77
C33 -3.00 -0.53 -3.93
C34 -1.92 0.33 -4.10
C35 -1.59 1.30 -3.15
H16 1.33 3.88 -0.79
H17 -0.94 4.35 -2.35
H18 1.67 5.72 0.42
H19 2.48 7.62 1.71
H20 1.56 8.15 3.95
H21 -0.36 6.83 4.82
H22 -1.21 4.85 3.55
H23 -0.03 0.63 0.43
H24 1.70 -1.16 0.82
H25 3.70 -0.67 2.22
H26 3.98 1.59 3.25
H27 2.32 3.38 2.78
H28 -2.92 5.59 -0.12
H29 -4.03 7.46 -1.38
H30 -5.16 6.97 -3.57
H31 -5.30 4.59 -4.40
H32 -4.19 2.79 -3.14
H33 -4.09 0.64 -0.91
H34 -4.64 -1.09 -2.64
H35 -3.26 -1.29 -4.68
H36 -1.31 0.23 -5.00
H37 -0.72 1.94 -3.28
F1 0.54 -6.19 0.81
Te1 0.73 -6.67 2.65
F2 0.83 -7.54 4.37
F3 0.54 -8.34 1.68
F4 -1.14 -6.65 2.78
F5 2.67 -7.20 2.66
O1 1.00 -4.82 2.87

Values from the calculation:
2S+1: 4
Gap between HOMO and LUMO (alpha / beta), eV: 5.69 / 5.70
HOMO energy (alpha / beta), eV: -7.7 / -7.7
LUMO (alpha / beta), hartree: -0.074 / -0.073

=====

Below is C35H37IInN6O3S2 as an isolated structure, with properties calculated with ωB97M-V with the def2-TZVPD basis set.

Positions of all 85 atoms, in Å:
In1 0.03 -0.71 -0.27
C1 -2.25 -2.01 3.56
C2 -1.45 -0.75 3.70
N1 -1.75 0.10 4.64
C3 -1.02 1.24 4.77
C4 0.06 1.53 3.99
C5 0.83 2.80 4.24
O1 2.10 2.56 4.87
C6 0.43 0.62 2.97
C7 1.66 0.80 2.24
N2 1.99 0.11 1.21
C8 3.26 0.31 0.63
C9 3.82 1.58 0.45
C10 5.07 1.73 -0.11
C11 5.80 0.63 -0.53
C12 5.27 -0.64 -0.36
C13 4.02 -0.80 0.22
I1 3.34 -2.72 0.68
C14 -0.37 -0.54 2.76
O2 -0.14 -1.42 1.85
H1 -3.18 -1.91 4.13
H2 -1.68 -2.86 3.95
H3 -2.47 -2.21 2.51
H4 -1.35 1.93 5.54
H5 0.22 3.47 4.85
H6 1.06 3.31 3.31
H7 1.94 1.96 5.61
H8 2.38 1.50 2.66
H9 3.23 2.45 0.72
H10 5.49 2.73 -0.22
H11 6.78 0.75 -0.98
H12 5.84 -1.52 -0.65
N3 -2.11 -0.96 -0.24
C15 -3.28 -0.80 0.19
C16 -4.39 -1.66 -0.42
C17 -5.64 -1.14 -0.75
C18 -6.58 -1.92 -1.42
C19 -6.29 -3.24 -1.74
C20 -5.05 -3.77 -1.40
C21 -4.11 -2.98 -0.76
C22 -3.74 0.17 1.25
C23 -4.79 -0.12 2.12
C24 -5.17 0.78 3.11
C25 -4.50 1.99 3.24
C26 -3.45 2.29 2.38
C27 -3.08 1.38 1.40
H13 -5.87 -0.11 -0.50
H14 -7.54 -1.50 -1.68
H15 -7.02 -3.85 -2.26
H16 -4.82 -4.80 -1.65
H17 -3.13 -3.37 -0.51
H18 -5.31 -1.07 2.02
H19 -5.98 0.53 3.79
H20 -4.80 2.69 4.01
H21 -2.92 3.23 2.48
H22 -2.27 1.60 0.72
O3 1.24 3.66 0.07
S1 0.01 2.83 0.14
N4 -0.01 1.48 -0.41
C28 0.40 -2.40 -4.48
C29 1.01 -2.42 -3.08
C30 1.55 -3.82 -2.78
C31 -0.05 -1.99 -2.06
H23 1.12 -2.76 -5.23
H24 0.10 -1.38 -4.75
H25 -0.48 -3.04 -4.52
H26 1.84 -1.71 -3.07
H27 0.73 -4.54 -2.82
H28 2.00 -3.87 -1.79
H29 2.30 -4.11 -3.52
H30 -0.60 -2.85 -1.67
H31 -0.80 -1.34 -2.52
C32 4.72 1.06 -4.48
N5 4.20 2.14 -3.68
C33 4.90 3.27 -3.27
C34 4.10 3.96 -2.44
N6 2.91 3.26 -2.35
C35 2.96 2.13 -3.10
S2 1.76 0.99 -3.34
H32 5.41 1.46 -5.23
H33 3.88 0.57 -4.96
H34 5.24 0.33 -3.86
H35 5.90 3.48 -3.62
H36 4.26 4.88 -1.91
H37 2.27 3.36 -1.56

Values from the calculation:
Charge: -1
2S+1: 1
Gap between HOMO and LUMO, eV: 6.69
HOMO energy, eV: -4.5
LUMO, hartree: 0.082

=====

The evaluated F_max for the records listed, in turn: 0.0777, 0.0635, 0.0173 hartree/bohr.
The evaluated DFT total energy for the records listed, in turn: -100723.530, -104078.467, -86925.388 eV.
The evaluated relative energy (zero: lowest compared OMol25 entry of this formula, charge and spin) for the records listed, in turn: 0.0000, 3.7770, 0.0000 eV.